{
  "formula": "C27H26AgBr4N3O6S",
  "method": "ωB97M-V with the def2-TZVPD basis set",
  "gap_ev": 5.298,
  "spin_multiplicity": 1,
  "charge": -2,
  "fmax_ev_per_a": 0.4,
  "e_above_lowest_kcal_mol": 1.0,
  "species": ["Ag", "C", "C", "O", "C", "C", "C", "C", "C", "C", "O", "H", "H", "H", "H", "H", "H", "H", "Br", "C", "C", "Br", "C", "Br", "C", "O", "C", "O", "C", "Br", "C", "C", "N", "O", "H", "H", "H", "H", "H", "C", "C", "C", "N", "C", "S", "N", "C", "O", "C", "C", "C", "C", "C", "C", "H", "H", "H", "H", "H", "H", "H", "H", "H", "H", "H", "H", "H", "H"],
  "xyz": [[1.24764, 0.07663, -0.64567], [1.86469, -3.46822, 3.04351], [2.02040, -2.12539, 2.33272], [1.18906, -1.86296, 1.47304], [3.10820, -1.23640, 2.72936], [3.70350, -1.43198, 3.99002], [4.66852, -0.60001, 4.50909], [5.08101, 0.49743, 3.72573], [4.55787, 0.71360, 2.48408], [3.56686, -0.15363, 1.88061], [3.21989, 0.04424, 0.69001], [1.17680, -4.06902, 2.45310], [1.43356, -3.32536, 4.03911], [2.81917, -3.98462, 3.16067], [3.36711, -2.26745, 4.59530], [5.08627, -0.77554, 5.49307], [5.82886, 1.18487, 4.11404], [4.87690, 1.55418, 1.87585], [0.55880, -3.32558, -7.16139], [0.16538, -2.33504, -5.58801], [-0.99951, -1.60817, -5.48447], [-2.25169, -1.58829, -6.91648], [-1.25235, -0.87816, -4.30007], [-2.87600, 0.10632, -4.09717], [-0.38661, -0.84056, -3.20588], [-0.61277, -0.17608, -2.13889], [0.84242, -1.64406, -3.30563], [1.64451, -1.67916, -2.29653], [1.06409, -2.34358, -4.50167], [2.67670, -3.36149, -4.57041], [5.46367, 1.57468, -2.22471], [4.07935, 0.94119, -2.24498], [4.06024, -0.38482, -2.41916], [3.08251, 1.63174, -2.07885], [5.91943, 1.38580, -1.24966], [5.35919, 2.64841, -2.36251], [6.11674, 1.16272, -2.99704], [4.92193, -0.87899, -2.53976], [3.18307, -0.92979, -2.35796], [-2.96127, 3.84336, 0.88297], [-3.13921, 3.28654, -0.52502], [-2.02933, 2.32248, -0.94035], [-2.13314, 1.01772, -0.29279], [-1.30849, 0.57756, 0.65789], [-0.05325, 1.45441, 1.31568], [-1.53560, -0.74859, 1.07537], [-2.73155, -1.38099, 1.23999], [-2.82263, -2.58745, 1.34141], [-3.96131, -0.53293, 1.40596], [-5.15032, -0.98531, 0.84485], [-6.31882, -0.25879, 1.01443], [-6.30765, 0.90671, 1.76950], [-5.12616, 1.34351, 2.35179], [-3.95191, 0.62969, 2.16452], [-3.78056, 4.51556, 1.15908], [-2.01995, 4.39139, 0.96411], [-2.92136, 3.03894, 1.61610], [-3.16090, 4.11028, -1.24716], [-4.10493, 2.77864, -0.61211], [-1.04537, 2.73109, -0.71123], [-2.03950, 2.11949, -2.01190], [-2.55269, 0.30005, -0.86479], [-0.68744, -1.31204, 1.20730], [-5.13700, -1.90866, 0.27925], [-7.23908, -0.60282, 0.55881], [-7.21987, 1.47642, 1.90268], [-5.11339, 2.25100, 2.94353], [-3.02279, 0.97528, 2.60768]],
  "atomic_forces_ev_per_a": [[0.12, -0.13, -0.09], [0.02, 0.01, 0.09], [-0.16, -0.01, -0.07], [-0.02, 0.08, -0.07], [0.05, 0.01, 0.05], [-0.01, -0.01, -0.01], [-0.01, 0.00, -0.03], [0.00, 0.02, 0.01], [0.03, -0.01, -0.04], [0.02, 0.01, -0.09], [-0.03, 0.02, 0.12], [0.02, -0.01, 0.00], [0.02, 0.00, -0.05], [-0.04, 0.01, -0.01], [0.01, 0.03, -0.01], [-0.01, 0.00, -0.02], [-0.02, -0.02, 0.00], [-0.01, -0.03, 0.03], [0.01, 0.00, 0.00], [-0.07, 0.03, 0.05], [0.03, 0.00, 0.06], [-0.01, 0.04, 0.05], [-0.11, -0.10, -0.26], [0.00, 0.03, 0.05], [0.22, -0.10, 0.12], [-0.15, 0.04, -0.02], [0.30, -0.10, 0.20], [-0.25, 0.08, -0.36], [0.04, 0.09, 0.22], [-0.04, 0.04, 0.01], [0.00, 0.01, 0.01], [0.12, 0.08, 0.17], [-0.03, -0.07, -0.12], [-0.12, 0.00, -0.02], [-0.04, 0.00, -0.01], [0.01, -0.02, -0.01], [-0.01, -0.01, 0.00], [0.09, -0.05, 0.04], [-0.09, 0.04, -0.11], [0.04, 0.02, 0.01], [0.01, -0.03, -0.08], [0.14, -0.20, -0.07], [-0.04, 0.24, 0.37], [-0.06, 0.01, -0.29], [0.03, 0.04, 0.26], [0.32, 0.15, -0.13], [-0.12, 0.08, 0.01], [0.04, -0.24, 0.05], [-0.13, -0.01, -0.07], [0.06, 0.01, 0.02], [0.00, -0.01, 0.00], [-0.03, 0.01, -0.01], [0.03, 0.00, 0.04], [-0.02, 0.00, 0.10], [0.03, -0.04, -0.04], [-0.03, 0.00, -0.01], [0.02, 0.01, 0.00], [0.04, -0.03, 0.02], [-0.01, -0.02, 0.02], [-0.01, 0.03, 0.05], [-0.11, 0.01, 0.03], [0.08, -0.11, -0.16], [-0.10, 0.10, 0.04], [-0.01, 0.03, 0.00], [0.00, 0.00, 0.00], [0.01, -0.01, 0.00], [0.00, -0.01, -0.01], [-0.06, -0.03, -0.03]],
  "lowdin_charge": [0.719, -0.034, -0.389, -0.004, -0.103, -0.088, -0.151, -0.138, -0.036, -0.393, -0.105, 0.077, 0.076, 0.074, 0.089, 0.071, 0.084, 0.098, 0.605, -0.791, -0.786, 0.604, -0.631, 0.675, -0.446, -0.173, -0.432, -0.207, -0.640, 0.657, -0.025, -0.622, 0.174, -0.015, 0.074, 0.068, 0.063, 0.092, 0.049, -0.119, -0.232, -0.213, 0.019, -0.848, 0.682, 0.124, -0.431, 0.082, -0.146, -0.020, -0.087, -0.102, -0.091, -0.043, 0.063, 0.071, 0.033, 0.101, 0.101, 0.082, 0.082, 0.122, 0.110, 0.120, 0.096, 0.093, 0.101, 0.111]
}

{
  "formula": "C30H23I2MnN3O7S3",
  "method": "ωB97M-V with the def2-TZVPD basis set",
  "gap_ev": [6.209, 6.273],
  "spin_multiplicity": 2,
  "s2": 0.77,
  "charge": 0,
  "fmax_ev_per_a": 1.0,
  "e_above_lowest_kcal_mol": 6.5,
  "species": ["Mn", "I", "C", "C", "C", "I", "C", "C", "C", "C", "N", "C", "C", "O", "H", "H", "H", "H", "C", "C", "S", "C", "C", "S", "H", "H", "H", "H", "H", "H", "C", "C", "C", "C", "C", "C", "C", "S", "O", "O", "N", "C", "C", "O", "O", "H", "H", "H", "H", "H", "H", "H", "H", "H", "O", "C", "N", "C", "O", "C", "C", "C", "C", "C", "C", "H", "H", "H", "H"],
  "xyz": [[0.73643, 0.24781, -1.02976], [1.83934, -2.24458, -5.38104], [1.54592, -0.23400, -4.96968], [1.61036, 0.70951, -6.01522], [1.44237, 2.04681, -5.78939], [1.58634, 3.36999, -7.39194], [1.17708, 2.51348, -4.47258], [1.01603, 3.86300, -4.08422], [0.77229, 4.17699, -2.77837], [0.65448, 3.14504, -1.83058], [0.78791, 1.88798, -2.16572], [1.07926, 1.55421, -3.45333], [1.30593, 0.15106, -3.66459], [1.27538, -0.65103, -2.64395], [1.80436, 0.35514, -7.01859], [1.09750, 4.64166, -4.83114], [0.66387, 5.20393, -2.46025], [0.42759, 3.35263, -0.79351], [2.37525, -5.10507, 1.16191], [1.91383, -3.73220, 0.83125], [2.91233, -2.54744, -0.07186], [0.77106, -3.10734, 1.10148], [-0.49366, -3.49971, 1.76122], [1.14114, -1.54769, 0.29295], [3.01304, -5.50224, 0.37226], [1.52549, -5.77537, 1.28611], [2.95092, -5.10288, 2.08960], [-0.51978, -4.58767, 1.83953], [-1.34925, -3.17179, 1.17546], [-0.57825, -3.07061, 2.75951], [-0.40409, 3.14884, 7.13400], [-0.23272, 2.44793, 5.81632], [0.10089, 1.09426, 5.77121], [0.26606, 0.44257, 4.56405], [0.10617, 1.16918, 3.38931], [-0.21188, 2.51971, 3.39783], [-0.38559, 3.14469, 4.62082], [0.16975, 0.33049, 1.87376], [0.27045, 1.32321, 0.80155], [-0.92296, -0.60136, 1.80045], [1.52283, -0.63430, 1.85091], [2.80065, 0.12936, 1.89919], [3.05665, 1.00015, 0.65766], [3.54919, 2.09892, 0.78244], [2.70811, 0.38187, -0.42017], [-0.60313, 2.43865, 7.93494], [-1.22467, 3.86444, 7.09519], [0.50087, 3.70172, 7.39382], [0.22621, 0.54440, 6.69555], [0.51592, -0.60992, 4.52763], [-0.31616, 3.06155, 2.46859], [-0.64133, 4.19668, 4.64539], [3.59281, -0.60949, 2.00667], [2.76794, 0.73814, 2.80352], [-0.56516, -2.60006, -1.20905], [-1.35416, -1.69969, -1.50321], [-1.12136, -0.36045, -1.42710], [-2.25564, 0.33524, -1.82810], [-2.37253, 1.53646, -1.88413], [-3.31169, -0.67857, -2.17932], [-4.61000, -0.52298, -2.61397], [-5.33975, -1.68404, -2.86052], [-4.77395, -2.94364, -2.67416], [-3.46071, -3.08440, -2.23100], [-2.75441, -1.92566, -1.98958], [-5.03783, 0.46027, -2.75884], [-6.36311, -1.61014, -3.20580], [-5.36581, -3.82564, -2.88280], [-3.01043, -4.05802, -2.08862]],
  "atomic_forces_ev_per_a": [[-0.15, -0.89, 0.22], [0.01, -0.10, 0.01], [0.03, 0.15, -0.12], [-0.01, -0.09, 0.01], [-0.01, -0.02, 0.19], [0.00, 0.04, -0.06], [-0.01, 0.06, -0.12], [0.00, 0.01, -0.05], [-0.01, -0.06, 0.08], [-0.13, 0.10, -0.11], [0.17, -0.11, 0.11], [0.02, -0.05, 0.10], [-0.01, 0.07, -0.02], [0.08, 0.08, 0.10], [0.01, -0.01, 0.00], [-0.01, 0.00, 0.00], [-0.02, 0.00, -0.01], [0.03, -0.01, 0.01], [-0.02, -0.04, -0.03], [0.01, -0.12, 0.02], [0.05, 0.05, 0.05], [-0.05, -0.04, -0.28], [-0.01, -0.05, 0.02], [0.52, 0.54, 0.54], [-0.02, 0.01, -0.01], [0.00, 0.02, 0.03], [0.02, 0.02, -0.02], [-0.01, 0.01, 0.02], [0.02, -0.01, -0.03], [0.01, 0.02, 0.00], [0.00, 0.00, 0.01], [0.00, 0.00, 0.02], [0.01, -0.03, 0.00], [-0.03, 0.07, -0.01], [0.35, 0.00, 0.18], [0.11, 0.00, 0.04], [-0.01, 0.03, -0.03], [-0.84, 0.15, -0.43], [-0.03, -0.09, 0.09], [0.06, 0.01, 0.03], [0.07, -0.06, -0.39], [-0.11, -0.08, 0.16], [-0.15, -0.17, -0.05], [0.09, -0.01, 0.01], [0.00, 0.30, -0.27], [0.00, 0.01, 0.00], [0.00, 0.00, -0.01], [0.01, -0.01, -0.01], [-0.01, 0.00, 0.00], [-0.02, 0.00, -0.01], [-0.01, -0.02, -0.01], [-0.01, -0.01, 0.00], [0.05, 0.04, 0.00], [0.01, -0.01, 0.01], [-0.10, 0.07, 0.05], [-0.14, -0.05, -0.13], [0.10, 0.19, 0.07], [-0.05, -0.02, -0.02], [0.04, 0.03, 0.05], [-0.02, 0.13, 0.00], [0.00, -0.03, -0.01], [0.01, -0.03, 0.00], [-0.02, 0.02, -0.01], [-0.02, 0.01, -0.01], [0.11, -0.04, 0.03], [0.01, 0.00, 0.00], [0.00, -0.01, 0.00], [-0.01, 0.00, 0.00], [0.01, 0.01, 0.00]],
  "lowdin_charge": [0.482, 0.905, -0.652, -0.229, -0.681, 0.898, -0.201, -0.032, -0.026, -0.075, 0.063, -0.111, -0.402, -0.179, 0.074, 0.063, 0.108, 0.118, -0.059, -0.597, 0.894, -0.465, -0.047, 0.974, 0.085, 0.086, 0.094, 0.091, 0.081, 0.084, -0.040, -0.251, -0.021, -0.040, -0.291, -0.018, -0.015, 0.661, -0.309, -0.265, -0.334, -0.129, -0.654, 0.085, -0.180, 0.079, 0.084, 0.091, 0.119, 0.121, 0.123, 0.123, 0.112, 0.125, -0.013, -0.406, 0.061, -0.395, 0.101, -0.084, 0.001, -0.070, -0.072, -0.001, -0.083, 0.120, 0.102, 0.101, 0.117]
}

{
  "formula": "C5H7NO",
  "method": "ωB97M-V with the def2-TZVPD basis set",
  "smiles": "Cc1cc(N)co1",
  "gap_ev": 9.097,
  "spin_multiplicity": 1,
  "charge": 0,
  "fmax_ev_per_a": 2.5,
  "e_above_lowest_kcal_mol": 65.0,
  "species": ["C", "C", "C", "C", "N", "C", "O", "H", "H", "H", "H", "H", "H", "H"],
  "xyz": [[2.41626, -0.14380, -0.00669], [0.93624, 0.06722, -0.07890], [-0.13763, -0.74148, -0.42976], [-1.29644, -0.00604, 0.03571], [-2.57789, -0.55468, -0.06499], [-0.87885, 1.22082, 0.39792], [0.50769, 1.23549, 0.41325], [2.95515, 0.51399, -0.69401], [2.68574, -1.18232, -0.21208], [2.76606, 0.09413, 1.00788], [-0.44986, -0.64807, -1.46854], [-2.51025, -1.56265, -0.16199], [-3.11213, -0.34392, 0.76497], [-1.37384, 2.17010, 0.49495]],
  "atomic_forces_ev_per_a": [[-0.04, 0.02, -0.16], [0.05, 0.28, -0.03], [-0.18, 0.76, -0.03], [-0.03, 0.54, 0.29], [0.05, 0.16, 0.05], [-0.33, 0.06, 0.38], [0.17, -0.02, 0.41], [-0.04, -0.03, 0.02], [-0.19, 0.20, -0.07], [-0.17, -0.03, -0.23], [0.92, -2.15, -1.00], [-0.03, 0.19, 0.01], [-0.25, 0.04, -0.13], [0.06, -0.01, 0.48]],
  "lowdin_charge": [-0.008, -0.318, -0.032, -0.378, 0.086, -0.063, 0.027, 0.084, 0.084, 0.092, 0.138, 0.085, 0.087, 0.117]
}

- What is the formula in the third record?
  C5H7NO